1.
C20H31N2O3 | wB97M-V/def2-TZVPD

```
56
Properties=species:S:1:pos:R:3:nbo_charge:R:1
O -3.204 -0.976 2.296 -0.580
C -3.162 -0.484 1.192 0.688
C -4.364 -0.278 0.341 -0.169
C -5.147 -1.382 0.017 -0.174
C -6.303 -1.217 -0.723 -0.193
C -6.697 0.048 -1.125 -0.187
C -5.936 1.153 -0.781 -0.221
C -4.771 0.994 -0.052 -0.163
N -1.955 -0.081 0.663 -0.464
C -1.705 0.425 -0.658 -0.229
C -1.006 1.785 -0.566 -0.229
N 0.245 1.643 0.211 -0.411
C 1.066 2.872 0.232 -0.235
C 2.571 2.557 0.316 0.069
O 3.198 3.807 0.329 -0.699
C 3.013 1.715 -0.903 -0.093
O 2.286 0.501 -0.999 -0.579
C 3.005 -0.723 -0.757 0.113
C 3.347 -0.927 0.718 -0.432
C 4.058 -2.268 0.902 -0.399
C 3.190 -3.413 0.392 -0.399
C 2.834 -3.200 -1.076 -0.398
C 2.125 -1.861 -1.266 -0.415
C -0.060 1.133 1.568 -0.234
C -0.758 -0.220 1.455 -0.243
H -4.841 -2.362 0.351 0.230
H -6.904 -2.077 -0.976 0.228
H -7.605 0.176 -1.695 0.227
H -6.253 2.142 -1.075 0.224
H -4.197 1.862 0.241 0.197
H -2.644 0.524 -1.204 0.265
H -1.057 -0.273 -1.208 0.200
H -0.768 2.148 -1.567 0.234
H -1.649 2.512 -0.063 0.224
H 0.860 0.932 -0.281 0.491
H 0.907 3.440 -0.687 0.233
H 0.784 3.511 1.072 0.240
H 2.786 2.000 1.243 0.170
H 4.152 3.718 0.429 0.491
H 2.818 2.292 -1.815 0.202
H 4.088 1.521 -0.850 0.198
H 3.931 -0.694 -1.345 0.187
H 2.428 -0.923 1.310 0.189
H 3.991 -0.120 1.075 0.209
H 4.288 -2.414 1.958 0.225
H 5.002 -2.254 0.353 0.205
H 3.724 -4.356 0.507 0.227
H 2.276 -3.474 0.987 0.196
H 2.186 -4.004 -1.426 0.225
H 3.743 -3.217 -1.679 0.205
H 1.894 -1.695 -2.319 0.226
H 1.184 -1.867 -0.708 0.187
H 0.865 1.038 2.136 0.232
H -0.714 1.849 2.071 0.230
H -1.060 -0.583 2.442 0.284
H -0.084 -0.956 0.998 0.194
```

Its orbital gap is 0.35914 hartree. The calculation puts the energy above the lowest of the compared OMol25 structures with the same formula, charge and spin at 4.2 kcal/mol. Its total charge is +1. The calculation puts the LUMO energy at -2.14 eV. The calculation puts the highest occupied orbital energy at -0.4379 hartree. Its SMILES is O=C(c1ccccc1)N1CC[NH+](C[C@H](O)COC2CCCCC2)CC1.

2.
C17H45N3O5 | wB97M-V/def2-TZVPD

```
70
Properties=species:S:1:pos:R:3:nbo_charge:R:1
C 1.128 7.747 0.621 -0.235
O 1.877 8.802 1.220 -0.592
C 3.319 8.608 1.518 -0.071
C 4.065 9.955 1.629 -0.079
C 5.287 9.823 2.545 -0.617
N 3.127 10.958 1.928 -0.827
H 1.534 7.529 -0.367 0.166
H 0.072 8.017 0.608 0.199
H 1.302 6.829 1.182 0.164
H 3.337 7.972 2.403 0.174
H 3.712 8.059 0.663 0.173
H 4.487 10.327 0.695 0.184
H 5.053 9.354 3.501 0.198
H 5.901 10.694 2.773 0.226
H 6.005 9.123 2.119 0.213
H 2.964 11.024 2.923 0.339
H 2.220 10.650 1.608 0.385
C 5.913 -4.976 3.133 -0.240
O 5.210 -4.056 2.416 -0.539
C 3.986 -3.567 3.033 -0.079
C 3.150 -2.493 2.179 -0.077
C 2.343 -1.633 3.082 -0.622
N 2.133 -2.958 1.249 -0.833
H 6.794 -5.255 2.555 0.193
H 5.343 -5.905 3.105 0.154
H 6.127 -4.739 4.175 0.163
H 3.273 -4.303 3.406 0.167
H 4.297 -3.014 3.919 0.166
H 3.790 -1.766 1.677 0.197
H 1.619 -2.174 3.692 0.196
H 1.778 -0.909 2.495 0.224
H 2.867 -0.916 3.714 0.215
H 1.264 -3.108 1.741 0.357
H 2.512 -3.796 0.831 0.361
C -5.139 -0.978 -1.358 -0.251
O -4.522 -2.179 -0.864 -0.546
C -5.066 -3.290 -1.556 -0.078
C -3.985 -4.341 -2.004 -0.251
N -3.648 -5.359 -1.020 -0.612
C -4.613 -6.475 -0.866 -0.245
C -4.980 -7.287 -2.090 -0.086
O -5.620 -6.480 -3.115 -0.570
C -6.052 -7.209 -4.284 -0.248
H -6.204 -1.089 -1.157 0.165
H -4.918 -0.808 -2.412 0.171
H -4.807 -0.154 -0.725 0.191
H -5.623 -2.954 -2.431 0.167
H -5.875 -3.664 -0.929 0.174
H -3.035 -3.865 -2.246 0.200
H -4.202 -4.797 -2.970 0.199
H -2.752 -5.685 -1.355 0.350
H -5.517 -6.064 -0.417 0.197
H -4.288 -7.299 -0.231 0.203
H -5.771 -8.016 -1.915 0.169
H -4.166 -7.937 -2.411 0.162
H -5.239 -7.845 -4.634 0.172
H -6.413 -6.509 -5.037 0.197
H -6.894 -7.774 -3.885 0.170
C 0.456 2.656 -1.274 -0.637
C 0.128 1.197 -1.685 0.112
C -0.513 1.138 -3.146 -0.633
O 1.234 0.329 -1.676 -0.731
H 1.259 3.071 -1.882 0.205
H 0.870 2.708 -0.267 0.214
H -0.383 3.298 -1.542 0.213
H -0.587 0.882 -0.925 0.153
H 0.215 1.577 -3.829 0.208
H -1.465 1.657 -3.259 0.201
H -0.706 0.099 -3.411 0.210
H 1.030 -0.461 -1.168 0.482
```

Its orbital gap is 0.34144 hartree. The calculation puts the energy above the lowest of the compared OMol25 structures with the same formula, charge and spin at 54.1 kcal/mol. Its total charge is 0. The calculation puts the LUMO energy at 0.65 eV. The calculation puts the highest occupied orbital energy at -0.3175 hartree. Its SMILES is COC[C@H](C)N.COC[C@H](C)N.COCCNCCOC.CC(C)O.